Entry a
C6H6N2 in the gas phase. Source: OMol25; level of theory: ωB97M-V/def2-TZVPD.

Orbital gap in eV: 9.20
E_HOMO in eV: -8.41
Structure (SMILES): C#Cc1cncn1C
E_LUMO in Eh: 0.0290

Each line ends with the Mulliken charge.
Atoms and positions in Å:
C: -0.4769 1.4593 -2.6569  -0.20
C: -0.6327 0.7116 -1.6581  -0.43
C: -0.7643 0.1467 -0.3332  0.28
C: -1.7336 0.4741 0.5740  -0.26
N: -1.4652 0.2597 1.8939  -0.60
C: -0.2084 -0.2483 1.8022  -0.20
N: 0.1708 -0.4721 0.3922  0.14
C: 1.5960 -0.9469 0.2288  -0.76
H: -0.1748 1.8779 -3.5248  0.49
H: -2.6932 0.8099 0.1256  0.34
H: 0.1850 -0.7609 2.6520  0.36
H: 2.1513 -0.1986 -0.3917  0.30
H: 2.1450 -1.0613 1.1817  0.30
H: 1.9007 -2.0512 -0.2858  0.23

Entry b
C6H6N2 in the gas phase. Source: OMol25; level of theory: ωB97M-V/def2-TZVPD.

Orbital gap in eV: 9.53
E_HOMO in eV: -8.55
Structure (SMILES): C1=Cc2ccnn2C1
E_LUMO in Eh: 0.0361

Each line ends with the Mulliken charge.
Atoms and positions in Å:
C: 1.0368 -0.7102 -1.4905  -0.36
C: 0.3605 -1.4305 -0.6419  -0.56
C: -0.3432 -0.5719 0.3280  0.41
C: -1.0022 -0.4792 1.5617  -0.82
C: -1.1393 0.8643 1.7565  -0.06
N: -0.5610 1.6439 0.8513  -0.90
N: -0.2370 0.7114 -0.1081  0.59
C: 0.7245 0.7285 -1.3124  -0.48
H: 1.6212 -1.1214 -2.2571  0.46
H: 0.4908 -2.5066 -0.4241  0.33
H: -1.4193 -1.1492 2.2930  0.35
H: -1.4562 1.4131 2.6089  0.46
H: 1.5843 1.2441 -1.0029  0.29
H: 0.3401 1.3637 -2.1625  0.28

Entry c
A molecular structure, C6H6N2. Source: OMol25; level of theory: ωB97M-V/def2-TZVPD.

Orbital gap in eV: 9.61
E_HOMO in eV: -9.54
E_LUMO in Eh: 0.0025

Each line ends with the Mulliken charge.
Atoms and positions in Å:
C: 1.3148 0.6410 1.6356  0.17
C: 0.8390 0.6484 0.3329  -0.30
C: 0.6047 -0.7674 -0.3486  0.17
C: -0.7296 0.4453 0.4432  -0.09
C: -1.0876 0.6309 -1.1199  -0.52
C: -0.1319 -0.2962 -1.5423  -0.57
H: 1.0042 1.6504 0.0155  0.38
H: 1.3318 -1.6392 -0.2337  0.37
H: -1.2033 -1.3361 0.2295  0.30
H: -1.4776 0.8434 1.3034  0.33
H: -2.2272 0.7208 -1.5206  0.27
H: 0.0027 -0.8679 -2.3568  0.50
N: 2.1550 0.2765 2.4873  -0.54
N: -0.3950 -0.9498 0.6743  -0.48

Entry d
A molecular structure, C6H6N2. Source: OMol25; level of theory: ωB97M-V/def2-TZVPD.

Orbital gap in eV: 10.50
E_HOMO in eV: -11.14
E_LUMO in Eh: -0.0235

Each line ends with the Mulliken charge.
Atoms and positions in Å:
C: -1.2267 -1.3264 -1.1924  -0.14
C: -0.5309 -0.5131 -0.0258  1.18
C: -0.5895 1.1353 0.1297  -0.50
C: 1.0369 1.1608 0.5315  -0.51
C: 0.8758 -0.1055 -0.4759  -0.73
C: -0.5340 -1.1560 1.2966  -0.13
H: -0.3089 1.4699 -1.1234  0.21
H: -1.5662 1.9357 0.5789  0.27
H: 1.0474 0.6215 1.7461  0.22
H: 1.4483 2.0285 0.2908  0.44
H: 1.7588 -1.1037 -0.6531  0.28
H: 0.6392 0.2776 -1.6597  0.29
N: -1.6423 -2.4906 -1.6696  -0.40
N: -0.4077 -1.9340 2.2264  -0.46

Least stable of them? entry d.

Entry a
A molecular structure, C6H6N2. Source: OMol25; level of theory: ωB97M-V/def2-TZVPD.

Orbital gap in eV: 9.62
E_HOMO in eV: -9.73
E_LUMO in Eh: -0.0037

Each line ends with the Mulliken charge.
Atoms and positions in Å:
C: 1.3993 0.3204 -2.5720  -0.16
C: 0.4556 0.0296 -1.7748  -0.72
C: -0.2765 -0.2679 -0.4242  1.55
C: 0.5589 0.0858 0.8825  -0.56
C: -0.6801 0.8448 1.3503  -0.56
C: -0.3761 -1.6786 -0.2080  -0.24
H: 1.9647 0.3948 -3.5276  0.36
H: 1.0346 -0.9667 1.2712  0.31
H: 1.3476 1.0706 0.9881  0.25
H: -1.2452 0.7107 2.5942  0.24
H: -0.5197 2.2161 1.2616  0.24
H: -2.3661 -0.3113 0.2718  0.37
N: -1.4268 0.4420 0.1102  -0.60
N: 0.1297 -2.8904 -0.2233  -0.46

Entry b
C6H6N2 in the gas phase. Source: OMol25; level of theory: ωB97M-V/def2-TZVPD.

Orbital gap in eV: 8.84
E_HOMO in eV: -9.29
Structure (SMILES): [H]/N=C1/N=CC(=C)C1=C
E_LUMO in Eh: -0.0163

Each line ends with the Mulliken charge.
Atoms and positions in Å:
H: -2.5181 0.9542 -0.2257  0.26
N: -2.5007 0.0028 -0.0071  -0.65
C: -1.2464 -0.2412 -0.0997  0.34
N: -0.5880 -1.5919 -0.0120  -0.60
C: 0.7163 -1.4184 0.1498  -0.32
C: 1.1594 -0.1864 -0.0072  0.74
C: 2.3427 0.2873 -0.1515  -1.05
C: -0.0458 0.6262 -0.0402  0.89
C: -0.0952 1.9756 0.1170  -1.06
H: 1.3678 -2.2796 0.3430  0.39
H: 2.5454 1.2504 -0.2161  0.34
H: 3.4577 -0.1700 -0.0996  0.22
H: 0.7292 2.4539 0.6110  0.23
H: -0.9469 2.6558 -0.0880  0.26

Least stable of them? entry a.

Entry a
C6H6N2 in the gas phase. Source: OMol25; level of theory: ωB97M-V/def2-TZVPD.

Orbital gap in eV: 9.26
E_HOMO in eV: -9.10
Structure (SMILES): C#C/C(C=C)=N/N=C
E_LUMO in Eh: 0.0058

Each line ends with the Mulliken charge.
Atoms and positions in Å:
C: -2.5641 -1.7726 -0.0231  0.29
C: -1.4807 -1.2580 -0.1235  -0.69
C: -0.2518 -0.4321 -0.1311  0.54
C: -0.3334 1.0634 0.0007  -0.06
C: -1.4472 1.7860 -0.1291  -0.79
N: 0.8357 -1.0171 -0.4374  -0.20
N: 2.0506 -0.3820 -0.6226  -0.57
C: 2.9963 -0.4536 0.2707  -0.25
H: -3.4678 -2.2285 0.2958  0.44
H: 0.6222 1.5830 0.1033  0.28
H: -1.5615 2.8869 -0.1098  0.24
H: -2.4208 1.3399 -0.2818  0.23
H: 3.9862 0.0848 0.1257  0.24
H: 3.0364 -1.2002 1.0621  0.30

Entry b
C6H6N2 in the gas phase. Source: OMol25; level of theory: ωB97M-V/def2-TZVPD.

Orbital gap in eV: 9.81
E_HOMO in eV: -10.17
Structure (SMILES): [H]/N=C(\C=C)C(=C)C#N
E_LUMO in Eh: -0.0134

Each line ends with the Mulliken charge.
Atoms and positions in Å:
H: 0.1682 0.7120 -2.4071  0.32
N: -0.6142 0.5851 -1.7580  -0.66
C: -0.2272 0.3870 -0.5613  0.49
C: 1.2972 0.1673 -0.0980  -0.39
C: 2.0605 -0.6981 -0.7747  -0.67
C: -1.0611 -0.0336 0.5908  0.44
C: -2.2809 0.5026 0.7528  -0.82
C: -0.2816 -0.5881 1.6665  0.19
N: 0.0340 -1.2613 2.5697  -0.47
H: 1.7267 0.9537 0.5139  0.37
H: 1.6303 -1.4554 -1.4237  0.28
H: 3.1421 -0.6694 -0.6859  0.28
H: -2.8393 0.3435 1.6698  0.32
H: -2.7548 1.0547 -0.0549  0.33

Least stable of them? entry a.

Entry a
C3H7NS in the gas phase. Source: OMol25; level of theory: ωB97M-V/def2-TZVPD.

Orbital gap in eV: 8.77
E_HOMO in eV: -8.13
Structure (SMILES): CN(C)C=S
E_LUMO in Eh: 0.0237

Each line ends with the Mulliken charge.
Atoms and positions in Å:
C: 0.8729 1.4558 0.0215  -0.84
N: 0.7940 -0.0286 -0.1256  0.05
C: 2.1123 -0.7570 0.0326  -0.81
C: -0.3645 -0.6511 0.0443  -0.02
S: -1.9239 -0.0564 -0.0009  -0.34
H: 1.9021 1.8111 -0.4433  0.31
H: -0.0437 1.9017 -0.6340  0.29
H: 0.7187 1.7269 1.2135  0.27
H: 2.6666 -0.7244 -0.9171  0.29
H: 2.6738 -0.2792 0.8649  0.32
H: 1.9009 -1.8518 0.1753  0.30
H: -0.3183 -1.7691 0.0439  0.19

Entry b
2 unconnected molecules or ions with the total composition C3H7NS. Source: OMol25; level of theory: ωB97M-V/def2-TZVPD.

Orbital gap in eV: 10.53
E_HOMO in eV: -9.91
Structure (SMILES): C#N.CCS
E_LUMO in Eh: 0.0228

Each line ends with the Mulliken charge.
Atoms and positions in Å:
C: 2.8419 2.2090 2.7380  0.38
N: 3.2579 1.3344 3.3903  -0.40
H: 2.4581 3.0156 2.1363  0.00
C: -1.1243 2.9037 0.7087  -1.08
C: 0.0786 2.9347 1.6409  -0.46
S: 1.3661 4.1140 1.1286  -0.31
H: -1.5743 3.9075 0.6283  0.29
H: -1.8868 2.2062 1.0944  0.33
H: -0.8217 2.5720 -0.2987  0.33
H: -0.2174 3.2794 2.6504  0.36
H: 0.5302 1.9296 1.7474  0.39
H: 1.6297 3.5373 -0.0632  0.18

Entry c
2 unconnected molecules or ions with the total composition C3H7NS. Source: OMol25; level of theory: ωB97M-V/def2-TZVPD.

Orbital gap in eV: 9.11
E_HOMO in eV: -8.48
E_LUMO in Eh: 0.0230

Each line ends with the Mulliken charge.
Atoms and positions in Å:
C: -0.8623 0.2186 -0.4494  0.49
C: -0.1428 0.7624 0.7491  -0.83
C: -0.2626 -0.9663 -0.5300  -0.92
H: -0.2499 2.4131 -1.0176  0.29
H: -1.3526 1.1645 -2.2266  0.23
H: -1.8629 0.4666 -0.1995  0.34
H: 0.5801 1.5954 0.7215  0.41
H: -0.8127 0.8127 1.5874  0.25
H: 0.3026 -0.9072 -1.3290  0.44
H: -0.7684 -2.0518 -0.6856  0.27
N: -0.5826 1.1707 -1.5412  -0.77
S: 0.9905 -0.7360 0.9575  -0.20

Least stable of them? entry c.

Entry a
C3H7N3 in the gas phase. Source: OMol25; level of theory: ωB97M-V/def2-TZVPD.

Orbital gap in eV: 8.99
E_HOMO in eV: -8.36
Structure (SMILES): [H]/N=C(/N)NC=C
E_LUMO in Eh: 0.0231

Each line ends with the Mulliken charge.
Atoms and positions in Å:
H: 2.3084 -1.3137 -0.2288  0.21
N: 2.2559 -0.2469 -0.1612  -0.69
C: 0.9594 0.0087 0.0287  0.39
N: 0.4952 1.3620 0.0670  -0.51
N: -0.0633 -0.9325 0.0602  -0.22
C: -1.3714 -0.7105 0.0095  -0.05
C: -2.1553 0.4024 -0.1785  -0.79
H: -0.2544 1.5934 0.7278  0.25
H: 1.3379 1.9917 0.2138  0.27
H: 0.2303 -1.8949 0.4951  0.29
H: -1.8668 -1.6196 0.2594  0.27
H: -3.2445 0.2698 0.0026  0.20
H: -1.9220 1.4915 -0.3903  0.36

Entry b
2 unconnected molecules or ions with the total composition C3H7N3. Source: OMol25; level of theory: ωB97M-V/def2-TZVPD.

Orbital gap in eV: 10.40
E_HOMO in eV: -9.38
E_LUMO in Eh: 0.0375

Each line ends with the Mulliken charge.
Atoms and positions in Å:
C: -0.1699 1.4491 -0.0502  -0.60
C: -0.0898 0.2983 0.5936  -0.07
C: -0.6810 -0.9812 0.0915  -1.00
N: 4.6827 0.0850 0.0940  -0.53
N: 3.5829 -0.0685 -0.0694  0.53
N: 2.4109 -0.2635 -0.0304  -0.27
H: -0.6545 1.5211 -1.0104  0.24
H: 0.2521 2.3593 0.3394  0.28
H: 0.3816 0.2498 1.5657  0.26
H: 0.0259 -1.8023 0.2033  0.31
H: -0.9655 -0.8969 -0.9571  0.29
H: -1.5748 -1.2308 0.6673  0.30
H: 1.8458 -0.2467 -0.8611  0.26

Entry c
C3H7N3 in the gas phase. Source: OMol25; level of theory: ωB97M-V/def2-TZVPD.

Orbital gap in eV: 9.93
E_HOMO in eV: -8.98
Structure (SMILES): N[C@H]1C=NNC1
E_LUMO in Eh: 0.0349

Each line ends with the Mulliken charge.
Atoms and positions in Å:
N: -1.6726 0.1372 0.4994  -0.74
C: -0.2268 0.0364 0.7891  0.06
C: 0.1790 -1.3859 0.4495  -0.10
N: 0.8442 -1.4404 -0.6725  -0.52
N: 0.7773 -0.1797 -1.3007  -0.20
C: 0.5908 0.8086 -0.3101  -0.80
H: -1.9499 1.0745 0.5410  0.26
H: -1.6467 0.0441 -0.5667  0.32
H: 0.0724 0.3911 1.7502  0.42
H: -0.0606 -2.2842 1.0955  0.34
H: 1.6298 -0.0843 -1.8173  0.30
H: 1.4803 1.1696 0.1045  0.38
H: -0.0172 1.7130 -0.5621  0.28

Least stable of them? entry b.

Entry a
C3H7N3 in the gas phase. Source: OMol25; level of theory: ωB97M-V/def2-TZVPD.

Orbital gap in eV: 8.56
E_HOMO in eV: -7.55
Structure (SMILES): NC1=CCN1N
E_LUMO in Eh: 0.0375

Each line ends with the Mulliken charge.
Atoms and positions in Å:
N: -1.6417 -0.8735 -0.1507  -0.45
C: -0.6650 0.0581 0.1473  0.26
C: -0.5475 1.4064 0.0026  -0.54
C: 0.9111 1.4121 0.1368  -0.28
N: 0.6430 -0.2536 0.5216  -0.10
N: 1.3173 -1.2946 -0.1132  -0.58
H: -2.4892 -0.5034 -0.5494  0.20
H: -1.5437 -1.8079 0.2202  0.22
H: -1.2634 2.2058 0.0661  0.37
H: 1.3876 2.0315 0.8975  0.24
H: 1.5112 1.3021 -0.7619  0.20
H: 1.5202 -2.0425 0.5379  0.23
H: 0.8601 -1.6405 -0.9546  0.23

Entry b
C3H7N3 in the gas phase. Source: OMol25; level of theory: ωB97M-V/def2-TZVPD.

Orbital gap in eV: 9.60
E_HOMO in eV: -8.73
Structure (SMILES): C=N/N=C\CN
E_LUMO in Eh: 0.0320

Each line ends with the Mulliken charge.
Atoms and positions in Å:
C: -2.1535 -1.0723 0.7776  -0.33
N: -1.0858 -0.4279 1.0666  -0.16
N: 0.1328 -1.0343 1.0807  -0.49
C: 1.0623 -0.4456 0.3693  -0.08
C: 0.5706 0.6688 -0.5879  -0.36
N: 1.6501 1.1690 -1.2904  -0.56
H: -3.0664 -0.5284 0.7220  0.28
H: -2.2139 -2.1868 0.7977  0.29
H: 2.0671 -0.9124 0.5302  0.38
H: -0.3729 0.1303 -1.1269  0.26
H: -0.0929 1.2989 0.1919  0.29
H: 2.2891 1.4541 -0.5892  0.23
H: 1.2133 1.8867 -1.9416  0.26

Entry c
A molecular structure, C3H7N3. Source: OMol25; level of theory: ωB97M-V/def2-TZVPD.

Orbital gap in eV: 9.47
E_HOMO in eV: -8.43
E_LUMO in Eh: 0.0380

Each line ends with the Mulliken charge.
Atoms and positions in Å:
C: -0.9022 -0.1592 -0.0543  0.59
C: -2.3050 -0.1115 0.1479  -0.85
C: 2.2568 -0.0150 0.3100  -0.66
N: -0.0371 -1.0734 0.2787  -0.70
N: 0.0753 0.8142 -0.4968  -0.46
N: 1.0085 -0.2821 -0.2648  0.17
H: -2.5163 -1.2538 0.2447  0.27
H: -2.6801 0.6578 0.8547  0.26
H: -2.8457 0.2498 -0.7588  0.25
H: 2.2708 0.3798 1.3461  0.28
H: 2.8202 -0.9556 0.2806  0.28
H: 2.6553 0.6170 -0.4357  0.28
H: 0.1995 1.1322 -1.4522  0.29

Least stable of them? entry c.

Entry a
A molecular structure, CH6O4. Source: OMol25; level of theory: ωB97M-V/def2-TZVPD.

Orbital gap in eV: 3.40
E_HOMO in eV: -9.38
E_LUMO in Eh: -0.2198

Each line ends with the Mulliken charge.
Atoms and positions in Å:
O: 0.8611 2.0980 -0.4181  -0.36
C: 1.2321 0.8679 -0.3259  0.29
O: 2.4898 0.7559 0.5160  -0.42
H: 1.5871 0.3152 -1.2730  0.25
H: 2.5757 1.7144 0.6950  0.32
H: -2.0726 -1.6082 0.0468  0.42
H: 0.5701 0.1846 0.2377  0.16
O: -2.9545 -0.9303 -0.2889  -0.62
H: -3.2743 -1.0537 -1.1214  0.27
H: -1.2330 -2.9301 1.1002  0.31
O: -1.0895 -2.1523 0.4748  -0.62

Entry b
3 unconnected molecules or ions with the total composition CH6O4. Source: OMol25; level of theory: ωB97M-V/def2-TZVPD.

Orbital gap in eV: 11.07
E_HOMO in eV: -10.81
Structure (SMILES): O=CO.O.O
E_LUMO in Eh: 0.0099

Each line ends with the Mulliken charge.
Atoms and positions in Å:
O: 2.2143 0.4459 1.9351  -0.49
C: 1.0414 0.5077 2.1775  0.18
O: 0.0927 -0.1356 1.5080  -0.40
H: 0.7077 1.1505 2.9386  0.38
H: 0.3862 -0.6368 0.6986  0.33
O: 0.6508 -1.5859 -1.6699  -0.61
H: 0.5863 -1.4723 -2.6104  0.30
H: 1.5750 -1.3413 -1.6585  0.32
O: -2.6245 1.2362 -0.9291  -0.64
H: -2.2740 0.5871 -0.4099  0.31
H: -2.3558 1.2444 -1.9799  0.33

Least stable of them? entry a.

Entry a
C2H3NS in the gas phase. Source: OMol25; level of theory: ωB97M-V/def2-TZVPD.

Orbital gap in eV: 8.65
E_HOMO in eV: -7.87
E_LUMO in Eh: 0.0287

Each line ends with the Mulliken charge.
Atoms and positions in Å:
C: 0.7046 -0.5545 -0.2067  -0.10
C: -1.3060 -0.0539 1.1050  -0.31
N: -0.2664 -0.2645 0.5256  -0.11
S: 1.0138 0.5104 -1.6444  -0.23
H: 1.5050 -1.1585 -0.0519  0.38
H: -1.3415 0.6174 1.8179  0.24
H: -0.3095 0.9036 -1.5456  0.14

Entry b
2 unconnected molecules or ions with the total composition C2H3NS. Source: OMol25; level of theory: ωB97M-V/def2-TZVPD.

Orbital gap in eV: 8.61
E_HOMO in eV: -8.89
E_LUMO in Eh: -0.0103

Each line ends with the Mulliken charge.
Atoms and positions in Å:
C: -0.8045 -0.0468 -0.2332  0.20
C: 0.5711 0.4713 -0.2048  -0.27
N: 0.1643 -0.9844 -0.2884  -0.35
S: -2.4256 0.1301 -0.1909  -0.32
H: 1.2836 0.9944 -0.8035  0.29
H: 1.0644 0.9830 1.1804  0.15
H: 0.1466 -1.5476 0.5405  0.29

Entry c
C2H3NS in the gas phase. Source: OMol25; level of theory: ωB97M-V/def2-TZVPD.

Orbital gap in eV: 7.86
E_HOMO in eV: -9.00
Structure (SMILES): [H]/N=C/C=S
E_LUMO in Eh: -0.0418

Each line ends with the Mulliken charge.
Atoms and positions in Å:
H: -1.5148 1.5227 0.2037  0.27
N: -0.6323 1.3274 -0.1188  -0.50
C: -0.4507 0.1147 0.0370  0.27
C: 0.7889 -0.5453 -0.1996  -0.34
S: 2.3082 -0.0411 0.0265  -0.18
H: -1.1535 -0.7383 0.3924  0.23
H: 0.6541 -1.6402 -0.3414  0.25

Least stable of them? entry b.